Computed, not measured: C43H64N2O3P3PtSbSi3 as an isolated structure at a distorted geometry, with ωB97M-V/def2-TZVPD.

ORCA input file:
```
! RIJCOSX wB97M-V def2-TZVPD def2/J DEFGRID3
* xyz 2 1
Pt 0.41 -0.95 -0.13
Sb -0.98 2.91 0.76
P 1.21 -0.48 -2.37
P -1.11 -2.61 0.18
P 3.52 -0.52 1.25
Si -2.29 4.58 -0.67
Si -2.15 2.70 3.03
Si 1.25 4.09 1.19
O 3.12 -0.58 2.78
O 0.11 0.36 2.16
O 2.54 0.20 0.39
N 5.51 0.55 2.70
N 2.20 -2.75 0.71
C 2.24 3.25 2.54
C 3.59 -2.24 0.75
C 5.21 0.17 1.31
C -2.55 -5.39 -2.39
C -3.30 1.24 2.89
C 1.29 1.29 -2.75
C -3.99 3.83 -0.94
C 2.20 4.00 -0.41
C 0.06 -0.79 1.86
C -1.16 -4.23 2.57
C 3.07 -2.51 -2.44
C -1.32 4.73 -2.25
C -0.91 -4.36 3.93
C 2.87 -1.14 -2.64
C -0.05 -2.11 4.03
C -1.12 -0.73 -3.80
C -5.18 -0.49 0.17
C -0.56 -6.30 -1.38
C -2.41 -4.22 -1.65
C -0.16 -2.55 -5.67
C -0.83 -3.04 1.94
C -1.96 -1.20 -4.80
C -5.05 -1.76 0.72
C 0.92 5.86 1.67
C -3.82 -2.39 0.73
C -4.07 0.16 -0.33
C -0.29 -1.99 2.67
C 5.40 -2.28 -2.97
C 5.21 -0.92 -3.16
C -2.49 6.23 0.16
C -0.88 2.48 4.39
C -2.70 -1.75 0.20
C -1.64 -6.42 -2.25
C -2.83 -0.46 -0.31
C 4.32 -3.08 -2.61
C -3.13 4.27 3.27
C -1.48 -2.11 -5.74
C -0.41 -5.14 -0.63
C -1.36 -4.11 -0.74
C -0.35 -3.31 4.66
C 0.21 -1.16 -3.73
C 3.95 -0.35 -3.01
C 0.68 -2.07 -4.67
H 1.85 3.48 3.53
H 3.27 3.61 2.49
H -4.16 1.15 -0.77
H -1.89 5.28 -3.00
H -4.23 3.09 -0.16
H -0.78 3.39 4.97
H 5.55 1.55 2.81
H 5.91 -0.59 0.95
H 0.21 -3.25 -6.39
H -3.84 1.08 3.83
H 0.30 1.72 -2.65
H 2.76 3.06 -0.45
H 0.39 -1.28 4.57
H 1.55 4.04 -1.28
H 1.95 1.79 -2.04
H 6.05 -0.29 -3.45
H -1.15 -5.29 4.43
H -1.20 1.68 5.07
H -3.90 4.36 2.49
H 2.14 -3.62 0.18
H 3.83 0.71 -3.17
H -2.96 6.95 -0.52
H -1.53 6.65 0.48
H 5.25 1.01 0.61
H 3.88 -0.22 3.30
H 0.09 2.21 3.99
H -3.37 -5.48 -3.09
H -3.13 6.15 1.04
H 6.38 -2.72 -3.10
H 4.24 -2.80 1.44
H -0.15 -3.43 5.71
H 1.84 -2.91 1.65
H -1.07 3.75 -2.66
H -4.07 3.34 -1.91
H 0.43 -5.04 0.05
H 0.16 -7.10 -1.28
H -4.75 4.61 -0.89
H 0.65 6.46 0.80
H 1.57 -2.04 0.31
H 0.10 5.93 2.39
H -1.97 0.07 -0.71
H -2.98 -0.86 -4.86
H 2.23 2.17 2.41
H -0.39 5.28 -2.08
H -6.15 -0.01 0.14
H 4.02 -2.29 -0.25
H -2.49 5.14 3.22
H 2.22 -3.13 -2.15
H -4.04 1.40 2.11
H -1.75 -7.32 -2.83
H 2.92 4.82 -0.49
H 4.46 -4.15 -2.48
H -3.73 -3.39 1.15
H 1.81 6.32 2.12
H 1.71 -2.41 -4.64
H -2.13 -2.48 -6.52
H -1.60 -5.05 2.01
H -1.51 -0.02 -3.08
H 6.40 0.17 3.00
H -3.64 4.28 4.24
H -3.12 -3.41 -1.77
H -5.92 -2.26 1.14
H 1.64 1.43 -3.77
H -2.76 0.32 2.66
*
```

The total energy is -4263.9807 Eh. For the largest force on an atom, the calculation gives 4.3 eV Å⁻¹. The value obtained for the molecular weight is 1151.0 g/mol. The LUMO energy is -0.2010 Eh.

Results of the Löwdin charge analysis, in e, for atoms 1 through 2: number 1, Pt, carries 0.76; number 2, Sb, carries 0.88